Entry 1:
Here is 3 unconnected molecules or ions with the total composition C6H20N2O2 from the OMol25 dataset. Energies are from the ωB97M-V functional and the def2-TZVPD basis.

Properties
electronic energy = -500.466528 Ha
ΔE to the lowest compared entry with this formula, charge and spin = 3.794 eV
multiplicity = 1
SMILES string = CN(C)CCCCN.O.O
orbital gap = 9.323 eV
net charge = 0

Cartesian coordinates (Å):
C 1.08 0.92 2.47
N 0.86 1.05 1.07
C 1.55 2.15 0.54
C -0.65 1.28 0.73
C -1.22 -0.11 0.66
C -0.80 -1.15 -0.51
C -2.03 -1.48 -1.45
N -3.14 -2.06 -0.79
H 2.12 0.75 2.83
H 0.41 -0.02 2.69
H 0.59 1.74 3.10
H 1.50 1.91 -0.60
H 1.12 3.23 0.62
H 2.62 2.37 1.02
H -0.82 1.63 -0.29
H -1.25 1.99 1.42
H -1.46 -0.77 1.56
H -2.22 0.22 0.48
H -0.15 -1.85 -0.16
H -0.14 -0.63 -1.23
H -2.23 -0.60 -2.15
H -1.60 -2.12 -2.18
H -3.85 -1.45 -0.52
H -2.88 -2.71 -0.13
O 2.68 -1.95 0.01
H 3.07 -2.82 0.20
H 2.85 -1.36 0.73
O 1.50 0.87 -3.60
H 0.71 1.02 -3.04
H 1.82 -0.03 -3.48


Entry 2:
Here is 3 unconnected molecules or ions with the total composition C12H27ClN4O3P from the OMol25 dataset. Energies are from the ωB97M-V functional and the def2-TZVPD basis.

Properties
electronic energy = -1719.205089 Ha
ΔE to the lowest compared entry with this formula, charge and spin = 5.286 eV
multiplicity = 1
orbital gap = 5.263 eV
net charge = +1

Cartesian coordinates (Å):
O 1.06 -0.95 -1.19
P 0.08 0.30 -1.90
Cl 0.41 2.09 -0.80
N -1.66 -0.10 -1.60
C -2.15 -1.49 -1.38
C -3.66 -2.05 -1.11
C -4.75 -0.79 -1.10
C -3.96 0.62 -1.33
N -2.54 0.94 -1.55
H 0.87 -1.85 -1.59
H -1.30 -2.33 -1.40
H -3.97 -3.18 -0.97
H -5.90 -0.94 -0.96
H -4.68 1.58 -1.34
C 4.74 2.04 -3.82
C 3.94 2.86 -2.81
C 4.76 3.96 -2.11
O 5.66 3.49 -1.11
C 6.87 2.93 -1.61
N 3.32 1.95 -1.84
H 5.38 1.29 -3.35
H 4.06 1.50 -4.49
H 5.37 2.69 -4.44
H 3.13 3.36 -3.37
H 4.06 4.63 -1.59
H 5.29 4.59 -2.84
H 7.22 3.46 -2.50
H 6.73 1.87 -1.82
H 7.63 3.02 -0.83
H 2.70 2.48 -1.24
H 4.06 1.63 -1.21
C -2.59 -1.14 4.47
C -3.16 -1.28 3.06
C -4.17 -2.44 2.91
O -3.58 -3.74 2.87
C -3.21 -4.26 4.13
N -2.05 -1.41 2.10
H -1.81 -1.87 4.68
H -2.13 -0.15 4.59
H -3.37 -1.24 5.22
H -3.70 -0.35 2.83
H -4.68 -2.32 1.94
H -4.95 -2.40 3.68
H -3.90 -3.96 4.92
H -2.19 -3.94 4.38
H -3.20 -5.35 4.07
H -2.43 -1.39 1.15
H -1.67 -2.36 2.20


Entry 3:
Here is 2 unconnected molecules or ions with the total composition C9H7F2I3 from the OMol25 dataset. Energies are from the ωB97M-V functional and the def2-TZVPD basis.

Properties
electronic energy = -1439.866681 Ha
ΔE to the lowest compared entry with this formula, charge and spin = 0.000 eV
multiplicity = 1
orbital gap = 8.319 eV
net charge = 0

Cartesian coordinates (Å):
C -1.77 0.10 -0.75
C -0.69 0.69 1.30
C -0.53 -0.20 -1.34
C 0.53 0.39 0.66
C -1.91 0.58 0.54
C 0.68 -0.03 -0.66
C -3.06 1.22 1.16
C 2.04 -0.18 -1.24
C 2.73 -1.67 0.00
F 2.03 -0.69 -2.47
F 3.27 -1.11 1.04
I 3.57 1.34 -1.06
I 1.21 -3.12 0.59
I 4.14 -2.70 -1.20
H -2.61 0.12 -1.40
H -0.72 0.94 2.25
H -0.44 -0.57 -2.39
H 1.44 0.54 1.22
H -2.84 2.33 1.16
H -3.84 1.03 0.42
H -3.26 1.01 2.18


Entry 4:
Here is a single C6H9N molecule from the OMol25 dataset. Energies are from the ωB97M-V functional and the def2-TZVPD basis.

Properties
electronic energy = -288.634538 Ha
ΔE to the lowest compared entry with this formula, charge and spin = 4.014 eV
multiplicity = 1
SMILES string = CC#CC[C@H]1CN1
orbital gap = 10.181 eV
net charge = 0

Cartesian coordinates (Å):
C -0.57 -0.40 3.12
C -0.73 -0.24 1.72
C -0.97 -0.15 0.55
C -0.49 0.81 -0.43
C 0.69 0.23 -1.16
C 0.45 -0.72 -2.25
N 0.79 0.68 -2.53
H -0.64 -1.45 3.36
H -1.39 0.18 3.53
H 0.40 -0.06 3.47
H -0.21 1.81 -0.03
H -1.35 0.95 -1.03
H 1.62 0.07 -0.61
H -0.58 -0.97 -2.47
H 1.21 -1.47 -2.45
H 1.76 0.73 -2.80


Entry 5:
Here is 6 unconnected molecules or ions with the total composition C14H44O18P4 from the OMol25 dataset. Energies are from the ωB97M-V functional and the def2-TZVPD basis.

Properties
electronic energy = -3279.864796 Ha
ΔE to the lowest compared entry with this formula, charge and spin = 0.000 eV
multiplicity = 1
SMILES string = COP(=O)(OC)OC.COP(=O)(OC)OC.COP(=O)(OC)OC.COP(=O)(OC)OC.CO.CO
orbital gap = 10.701 eV
net charge = 0

Cartesian coordinates (Å):
C 2.64 -3.08 -2.08
O 1.87 -2.90 -0.91
P 2.39 -1.99 0.28
O 1.59 -1.99 1.50
O 3.90 -2.47 0.47
C 4.87 -1.87 1.32
O 2.50 -0.54 -0.43
C 1.60 0.50 0.00
H 3.00 -4.11 -2.14
H 3.58 -2.51 -2.11
H 2.06 -2.93 -2.98
H 4.47 -0.95 1.76
H 5.80 -1.74 0.77
H 5.10 -2.52 2.17
H 0.94 0.26 0.84
H 1.08 0.84 -0.88
H 2.21 1.32 0.41
C 1.97 1.12 -3.76
O 0.77 1.72 -3.27
P -0.27 2.50 -4.22
O 0.31 3.44 -5.18
O -1.16 1.37 -4.88
C -0.71 0.67 -6.03
O -1.21 3.17 -3.12
C -1.96 2.41 -2.16
H 2.76 1.51 -3.12
H 2.16 1.39 -4.80
H 1.94 0.04 -3.63
H 0.16 1.14 -6.51
H -1.52 0.63 -6.74
H -0.36 -0.34 -5.78
H -1.69 1.38 -1.91
H -3.00 2.62 -2.40
H -1.73 2.91 -1.21
C 1.40 0.38 3.88
O 2.84 0.26 3.89
P 3.66 -0.18 5.20
O 3.22 0.54 6.42
O 3.57 -1.75 5.20
C 2.59 -2.49 5.92
O 5.14 0.05 4.72
C 5.75 1.31 4.55
H 0.95 -0.57 3.61
H 1.21 1.17 3.16
H 1.07 0.66 4.88
H 1.88 -1.84 6.43
H 3.09 -3.15 6.63
H 2.12 -3.19 5.22
H 6.74 1.33 5.02
H 5.21 2.12 5.03
H 5.94 1.51 3.50
C -4.42 0.64 -0.39
O -3.50 1.48 0.34
P -2.48 0.77 1.32
O -1.51 1.70 1.92
O -3.48 0.00 2.32
C -3.12 -0.15 3.69
O -1.86 -0.39 0.42
C -1.39 -1.58 1.09
H -4.17 -0.42 -0.40
H -4.37 0.96 -1.43
H -5.43 0.79 -0.01
H -3.57 -1.06 4.07
H -3.62 0.62 4.30
H -2.06 -0.01 3.88
H -0.78 -2.14 0.38
H -2.09 -2.21 1.63
H -0.66 -1.20 1.82
C -1.83 -1.76 -2.68
O -1.31 -2.07 -3.96
H -1.67 -2.57 -1.97
H -1.27 -0.89 -2.34
H -2.88 -1.44 -2.65
H -1.98 -2.45 -4.53
C -6.84 2.63 -3.15
O -8.13 3.11 -2.91
H -6.34 2.43 -2.20
H -6.89 1.65 -3.64
H -6.11 3.23 -3.71
H -8.63 3.16 -3.73


Entry 6:
Here is a single C5H10O2 molecule from the OMol25 dataset. Energies are from the ωB97M-V functional and the def2-TZVPD basis.

Properties
electronic energy = -346.943034 Ha
ΔE to the lowest compared entry with this formula, charge and spin = 2.242 eV
multiplicity = 1
SMILES string = OCCC[C@@H]1CO1
orbital gap = 10.970 eV
net charge = 0

Cartesian coordinates (Å):
O 1.44 -0.79 -1.42
C 1.31 -1.39 -0.15
C 1.10 -0.39 0.99
C -0.28 0.28 1.02
C -0.61 1.03 -0.25
C -1.98 1.17 -0.75
O -1.10 0.23 -1.34
H 0.55 -0.62 -1.75
H 0.51 -2.15 -0.14
H 2.26 -1.92 0.03
H 1.26 -0.90 1.95
H 1.88 0.38 0.90
H -1.07 -0.46 1.20
H -0.32 0.99 1.85
H 0.12 1.78 -0.56
H -2.81 0.74 -0.19
H -2.24 2.02 -1.39


Taking the records one at a time from the top gives max |F| values of 6.06, 7.17, 6.59, 2.00, 2.18, 0.41 eV/A.
Taking the records one at a time from the top gives LUMO energy values of 0.654, -5.910, -0.412, 0.869, 0.373, 1.070 eV.